Version A
Formula: C7H7NO
Source: OMol25
Level of theory: ωB97M-V/def2-TZVPD

Last column: Mulliken charge in e.
Positions of all 16 atoms, in Å:
H  -1.931  1.802  -0.852  0.3310
H  1.369  1.177  1.385  0.2859
H  4.268  -1.020  -0.787  0.4546
C  3.410  -0.491  -0.483  0.3562
H  -1.050  -1.925  1.128  0.3426
C  -1.432  1.181  -0.105  -0.4623
H  -0.654  -1.770  -0.702  0.2320
N  0.049  -0.251  0.726  -0.2569
C  1.182  0.590  0.518  0.1368
O  -3.220  -0.483  -0.304  -0.5049
C  -0.028  0.789  -0.299  -0.3623
H  0.192  0.388  -1.298  0.2806
H  -1.586  1.504  0.950  0.2452
C  -0.885  -1.251  0.277  -0.4580
C  2.397  -0.008  -0.042  -0.9451
C  -2.081  -0.232  -0.113  0.3246

Values from the calculation:
lowest unoccupied orbital energy = 0.9 eV

Version B
Formula: C7H7NO
Source: OMol25
Level of theory: ωB97M-V/def2-TZVPD

Last column: Mulliken charge in e.
Positions of all 16 atoms, in Å:
C  -0.871  -0.674  0.168  0.8377
C  -2.105  -0.213  -0.266  0.0720
H  1.312  1.131  2.409  0.2392
C  -0.311  0.062  1.451  -0.7091
N  -3.060  0.294  -0.631  -0.4210
H  2.152  1.995  0.357  0.3163
C  1.181  0.689  -1.031  -0.3209
H  1.692  0.857  -1.956  0.3593
C  0.790  0.762  1.415  -0.0998
H  -0.538  0.005  -2.070  0.3868
H  -1.074  -2.556  -0.019  0.3882
C  0.173  -0.375  -1.338  -0.7452
H  -0.846  0.084  2.404  0.3581
H  0.724  -1.190  -1.750  0.3379
C  1.567  1.089  0.212  -0.4546
O  -0.787  -1.959  0.645  -0.5451

Values from the calculation:
lowest unoccupied orbital energy = 0.5 eV

Version C
Formula: C7H7NO
Source: OMol25
Level of theory: ωB97M-V/def2-TZVPD

Last column: Mulliken charge in e.
Positions of all 16 atoms, in Å:
C  -0.253  -0.923  -0.881  -0.8486
H  0.100  2.273  0.531  0.3404
H  2.083  1.131  1.530  0.3727
C  0.039  1.143  0.659  -0.9350
H  1.111  -2.515  -0.825  0.2946
C  -2.119  -0.198  0.458  -0.0833
N  -2.991  -0.602  1.062  -0.4168
C  0.886  -1.446  -0.481  -0.2073
H  -0.883  -1.502  -1.514  0.3872
O  -1.072  1.323  -1.422  -0.5609
H  -0.622  1.067  1.611  0.3314
C  1.377  0.584  0.912  -0.3409
C  1.773  -0.588  0.394  -0.4317
C  -0.748  0.372  -0.424  1.2923
H  -1.455  0.751  -2.167  0.4001
H  2.773  -0.872  0.557  0.4056

Values from the calculation:
lowest unoccupied orbital energy = 0.2 eV

Stability ranking, top entry: version C; the second entry is 0.750 eV less favorable.

Version A
Formula: C4H6N3
Source: OMol25
Level of theory: ωB97M-V/def2-TZVPD

Last column: Mulliken charge in e.
Positions of all 13 atoms, in Å:
C  -0.575  0.580  1.132  0.0300
H  1.388  1.660  1.024  0.2062
C  0.931  -0.343  0.299  0.3434
H  -0.330  -1.766  0.822  0.2677
C  -0.829  0.157  -1.047  -0.1240
H  1.344  0.184  -1.620  0.3614
H  0.448  -1.414  -1.666  0.3165
H  -1.243  0.771  1.929  0.4458
N  -1.325  0.487  0.067  -0.3773
N  0.794  0.905  0.874  0.0133
N  0.198  -1.017  1.176  -0.3797
H  -1.465  0.251  -1.881  0.4976
C  0.664  -0.456  -1.109  -0.6008

Values from the calculation:
lowest unoccupied orbital energy (spin up / spin down) = -5.3 / -9.0 eV
charge = +1
expectation value of S² = 2.011
multiplicity = 3

Version B
Formula: C4H6N3
Source: OMol25
Level of theory: ωB97M-V/def2-TZVPD

Last column: Mulliken charge in e.
Positions of all 13 atoms, in Å:
C  -3.373  -0.388  0.038  -0.8061
H  3.320  -1.103  0.784  0.2931
N  -1.049  0.736  0.032  0.4901
N  -0.023  1.455  0.062  -1.1861
H  -4.251  0.187  -0.410  0.3248
H  3.788  -0.522  -1.060  0.3214
C  3.352  -0.391  -0.015  -0.9322
H  -3.701  -0.212  1.007  0.3105
N  1.104  0.885  -0.082  0.5251
C  -2.105  0.250  -0.185  0.4800
H  4.131  0.312  0.199  0.3415
C  2.041  0.170  -0.027  0.5485
H  -3.234  -1.381  -0.343  0.2893

Values from the calculation:
lowest unoccupied orbital energy (spin up / spin down) = -3.8 / -7.2 eV
charge = +1
expectation value of S² = 2.015
multiplicity = 3

Stability ranking, top entry: version A; the second entry is 0.652 eV less favorable.

Version A
Formula: C3H6NO4
Source: OMol25
Level of theory: ωB97M-V/def2-TZVPD

Last column: Mulliken charge in e.
Positions of all 14 atoms, in Å:
H  0.678  -1.778  -0.868  0.3594
N  -1.354  -0.731  0.066  0.8863
O  -2.398  -0.051  0.357  -0.8707
C  -0.114  1.447  0.392  -0.3841
H  2.695  -1.683  0.136  0.2812
C  1.021  -0.837  -0.415  -0.5272
O  -1.142  2.101  -0.291  -0.5864
H  0.850  1.801  0.023  0.2767
C  -0.165  -0.175  0.191  0.0413
O  2.040  -1.114  0.558  -0.5264
H  -0.179  1.644  1.475  0.1866
H  -1.917  1.500  -0.117  0.4090
O  -1.481  -1.930  -0.308  -0.7996
H  1.466  -0.193  -1.197  0.2539

Values from the calculation:
lowest unoccupied orbital energy = 3.7 eV
charge = -1

Version B
Formula: C3H6NO4
Source: OMol25
Level of theory: ωB97M-V/def2-TZVPD

Last column: Mulliken charge in e.
Positions of all 14 atoms, in Å:
O  -0.115  -1.735  1.007  -0.6626
H  -1.689  -0.062  -2.154  0.3382
H  1.451  -0.141  1.846  0.3249
O  -2.061  -0.558  0.883  -0.7541
H  -2.635  -0.250  -1.039  0.3401
C  1.023  0.651  -0.115  0.4385
C  2.003  0.091  0.930  -0.8522
N  -0.240  0.220  -0.267  -0.1209
C  -0.880  -0.866  0.598  0.4676
H  2.494  -0.782  0.538  0.1927
O  -2.590  0.216  -1.892  -0.7372
H  2.699  0.866  1.233  0.3037
H  -0.922  0.781  -0.745  0.4404
O  1.462  1.568  -0.824  -0.7191

Values from the calculation:
lowest unoccupied orbital energy = 3.9 eV
charge = -1

Stability ranking, top entry: version B; the second entry is 5.207 eV less favorable.

Version A
Formula: C3H6N3P
Source: OMol25
Level of theory: ωB97M-V/def2-TZVPD

Last column: Mulliken charge in e.
Positions of all 13 atoms, in Å:
N  -1.491  1.741  0.424  -0.4426
H  1.164  -0.047  -3.102  0.2351
C  0.812  -1.162  0.676  -0.0054
C  -0.009  -0.233  -1.596  0.1022
C  -1.390  0.669  0.993  -0.1320
H  1.758  -0.905  0.114  0.3507
H  -1.114  0.200  1.889  0.4716
P  -0.771  -1.241  -0.361  -0.0698
N  0.656  -1.054  1.931  -0.6035
H  1.477  -0.679  2.418  0.2013
H  -0.753  0.646  -1.887  0.2970
H  -1.401  2.598  0.776  0.2058
N  1.061  -0.534  -2.275  -0.6103

Values from the calculation:
lowest unoccupied orbital energy = 0.4 eV

Version B
Formula: C3H6N3P
Source: OMol25
Level of theory: ωB97M-V/def2-TZVPD

Last column: Mulliken charge in e.
Positions of all 13 atoms, in Å:
N  -0.941  -2.377  -0.069  -0.7931
N  0.236  -1.742  -0.041  0.2041
H  -2.888  -1.632  0.192  0.4054
N  1.673  2.119  -0.854  -0.5068
H  2.342  1.850  -1.559  0.2483
C  -1.263  -0.186  0.536  -0.1515
C  -1.828  -1.432  0.248  -0.4978
H  -1.518  0.839  0.898  0.2830
P  1.590  1.012  0.455  0.0433
H  0.612  1.865  1.147  0.0388
H  0.826  2.465  -1.146  0.2654
C  0.099  -0.435  0.204  0.2046
H  1.058  -2.346  -0.010  0.2562

Values from the calculation:
lowest unoccupied orbital energy = 0.7 eV

Stability ranking, top entry: version B; the second entry is 3.065 eV less favorable.

Version A
Formula: C4H10N3
Source: OMol25
Level of theory: ωB97M-V/def2-TZVPD

Last column: Mulliken charge in e.
Positions of all 17 atoms, in Å:
H  1.163  -2.589  0.381  0.3772
H  -3.040  0.197  1.542  0.2496
H  -1.333  -0.044  1.730  0.2116
H  2.402  2.327  0.362  0.3088
H  -0.173  -2.382  -0.427  0.4022
N  -1.001  0.190  -0.886  -0.3323
C  -2.085  0.263  -0.198  -0.2300
H  1.550  1.988  -1.035  0.3109
C  0.970  -0.635  -0.170  0.6547
H  -1.230  0.326  -1.829  0.2094
C  2.329  1.487  -0.387  -0.7066
C  0.395  -1.893  0.257  -1.1265
H  3.270  1.525  -0.947  0.3155
N  -2.126  0.158  1.153  -0.2359
N  1.712  0.264  -0.115  -0.0195
H  -3.056  0.284  -0.734  0.3373
H  -0.256  -1.831  1.128  0.2736

Values from the calculation:
lowest unoccupied orbital energy (spin up / spin down) = -3.4 / -6.6 eV
charge = +1
expectation value of S² = 2.007
multiplicity = 3

Version B
Formula: C4H10N3
Source: OMol25
Level of theory: ωB97M-V/def2-TZVPD

Last column: Mulliken charge in e.
Positions of all 17 atoms, in Å:
N  -1.123  6.676  -1.900  -0.1503
H  0.588  -9.576  2.903  0.2298
H  1.357  -10.308  0.210  0.2537
H  0.919  -8.562  0.588  0.2697
C  0.743  -9.640  0.874  -0.6728
H  -1.084  4.639  -0.992  0.4700
H  -0.200  -10.242  0.633  0.2522
H  -1.500  6.473  -2.850  0.2439
H  0.104  5.993  0.803  0.2444
H  -0.850  9.018  -2.152  0.3743
H  1.390  -10.888  2.346  0.2298
C  -0.628  8.055  -1.644  -0.3249
H  0.320  8.359  0.345  0.4528
N  -0.320  6.426  -0.032  -0.0897
C  -0.143  7.767  -0.364  0.0306
N  1.264  -9.838  2.177  -0.5623
C  -0.839  5.649  -0.944  -0.2512

Values from the calculation:
lowest unoccupied orbital energy (spin up / spin down) = -4.0 / -8.3 eV
charge = +1
expectation value of S² = 2.010
multiplicity = 3

Stability ranking, top entry: version B; the second entry is 0.364 eV less favorable.

Version A
Formula: C3H9N3S
Source: OMol25
Level of theory: ωB97M-V/def2-TZVPD

Last column: Mulliken charge in e.
Positions of all 16 atoms, in Å:
C  2.029  1.321  0.266  -1.0099
H  -3.365  -0.094  -0.188  0.2649
H  -2.537  1.243  0.201  0.3267
N  -1.578  -0.450  0.495  -0.1497
H  2.749  -0.554  1.026  0.3809
H  0.035  1.007  -1.713  0.3121
C  1.796  -0.117  0.782  -0.4329
N  -0.755  1.005  -1.039  -0.8764
H  2.766  1.258  -0.551  0.2848
H  1.182  -0.149  1.684  0.2598
C  -0.607  -0.069  -0.350  0.5756
H  1.162  1.834  -0.209  0.3143
S  0.834  -1.165  -0.441  -0.1454
H  -1.225  -0.774  1.396  0.2801
H  2.351  2.018  1.072  0.3178
N  -2.776  0.308  0.566  -0.7026

Values from the calculation:
lowest unoccupied orbital energy = 0.8 eV

Version B
Formula: C3H9N3S
Source: OMol25
Level of theory: ωB97M-V/def2-TZVPD

Last column: Mulliken charge in e.
Positions of all 16 atoms, in Å:
H  -1.495  2.138  0.624  0.2840
H  -2.124  -0.459  0.315  0.2907
S  1.139  0.647  -0.650  -0.1879
C  -0.448  -0.208  -0.611  0.5384
C  1.919  -0.021  0.859  -0.7859
N  -1.224  -0.003  0.504  -0.2873
H  1.644  -1.041  1.056  0.2982
H  1.580  0.523  1.811  0.2280
H  -0.309  1.353  1.692  0.1790
N  -0.831  -1.014  -1.511  -0.4477
H  -2.074  1.142  1.971  0.3362
H  0.783  -0.860  -2.584  0.2430
N  -0.156  -1.253  -2.685  -0.5132
C  -1.271  1.261  1.220  -0.7515
H  2.999  0.062  0.713  0.3154
H  -0.131  -2.269  -2.725  0.2606

Values from the calculation:
lowest unoccupied orbital energy = 0.7 eV

Version C
Formula: C3H9N3S
Source: OMol25
Level of theory: ωB97M-V/def2-TZVPD

Last column: Mulliken charge in e.
Positions of all 16 atoms, in Å:
H  -2.717  -0.893  0.038  0.3071
H  -2.130  0.928  0.039  0.2375
S  0.503  0.193  1.571  0.3017
H  0.819  -1.394  -1.061  0.2344
C  -2.006  -0.193  0.486  -0.6745
C  0.024  -0.674  -0.891  -0.5745
H  0.241  1.446  -1.540  0.3335
C  0.769  0.624  -1.134  -0.4426
H  2.256  -1.261  1.346  0.2102
N  -0.623  -0.624  0.424  -0.1328
H  1.609  0.413  -1.745  0.2691
N  1.125  1.049  0.226  -0.3363
H  -2.069  0.095  1.557  0.2675
H  -0.714  -0.984  -1.661  0.3179
N  1.735  -0.768  2.127  -0.5722
H  1.177  2.044  0.219  0.2539

Values from the calculation:
lowest unoccupied orbital energy = 0.8 eV

Stability ranking, top entry: version A; the second entry is 0.183 eV less favorable.